Entry from the OMol25 dataset: 15 unconnected molecules or ions with the total composition C41H87Br10N6O18 at a distorted geometry (ωB97M-V/def2-TZVPD).

Geometry (Å):
C  2.57690  -0.07246  1.44925
C  1.55821  1.00377  1.34800
N  0.05969  0.44079  1.50162
C  -0.20720  -0.18611  2.93243
C  -0.93369  1.58083  1.29753
C  -0.79627  2.83113  2.27356
C  -0.27526  -0.74439  0.51229
C  -0.16174  -0.40179  -0.97167
O  1.11858  0.04983  -1.36256
C  1.33880  0.05919  -2.76718
H  3.56019  0.38012  1.57734
H  2.69459  -0.57100  0.48712
H  2.38382  -0.83598  2.20282
H  1.52957  1.46292  0.35984
H  1.64997  1.83251  2.05005
H  -1.27896  -0.30115  3.09425
H  0.29605  0.46193  3.64999
H  0.20891  -1.19202  2.87689
H  -1.92022  1.13980  1.44019
H  -0.84527  1.89809  0.25848
H  -0.87284  2.54729  3.32317
H  -1.57841  3.56981  2.09830
H  0.12240  3.41706  2.30211
H  -1.31456  -0.99943  0.71944
H  0.38080  -1.57354  0.77724
H  -0.98390  0.21512  -1.33440
H  -0.31982  -1.39422  -1.39379
H  1.27309  -0.94088  -3.19572
H  2.40189  0.29535  -2.72051
H  0.73829  0.84315  -3.22859
C  -2.39702  -5.45370  0.90885
C  -3.51157  -5.82452  0.22146
C  -4.53505  -4.77152  -0.12563
O  -5.71821  -5.14936  -0.68815
C  -4.46396  -3.46522  0.20889
C  -3.35382  -2.95846  0.95859
C  -2.18585  -4.01226  1.25102
O  -1.23888  -3.60319  1.90358
O  -3.30129  -1.82866  1.44716
O  -3.54140  -7.05901  -0.28417
H  -1.57864  -6.10632  1.17482
H  -5.27952  -2.81350  -0.06776
C  6.14877  -2.04318  0.18040
N  6.45386  -1.92007  -1.25553
O  7.64131  -2.12109  -1.60225
O  5.57098  -1.65202  -2.01101
H  6.40604  -1.07273  0.60481
H  6.66964  -2.84391  0.70540
H  5.09887  -2.33315  0.22199
C  -3.86223  -3.09580  -3.83826
N  -2.43234  -2.61766  -3.61863
O  -2.26320  -1.40711  -3.57672
O  -1.52764  -3.46342  -3.37390
H  -4.43235  -2.25249  -4.22798
H  -4.16215  -3.32177  -2.81499
H  -3.93480  -3.94177  -4.52176
C  -4.14474  0.17486  -1.38387
N  -4.91702  0.54334  -2.59148
O  -5.75935  -0.27273  -2.92781
O  -4.56530  1.45766  -3.27001
H  -3.53425  1.05873  -1.19902
H  -3.53918  -0.71506  -1.55546
H  -4.80174  -0.06924  -0.54909
C  0.77858  6.54754  3.07008
N  -0.62439  6.06531  3.18164
O  -1.45153  6.65609  2.43867
O  -0.87300  5.31902  4.08421
H  0.84930  7.48814  3.61632
H  0.98786  6.85181  2.04455
H  1.51471  5.81895  3.40975
C  5.53578  -2.24314  5.37737
N  5.73437  -2.49384  3.93068
O  6.88318  -2.69003  3.55884
O  4.88883  -2.00289  3.21849
H  5.89075  -3.13676  5.89074
H  4.51832  -1.97648  5.66334
H  6.16434  -1.36356  5.51641
Br  -4.88277  2.30946  1.54640
C  -4.87320  4.34964  1.56137
C  -4.47741  4.78809  0.16376
Br  -4.24782  6.75388  0.10242
H  -4.18366  4.76702  2.29514
H  -5.85073  4.75273  1.82604
H  -5.31257  4.55855  -0.49798
H  -3.57442  4.25826  -0.13953
Br  1.87887  -7.31399  0.14245
C  0.65211  -5.74638  -0.13984
C  1.36078  -4.86657  -1.19301
Br  2.83151  -3.93833  -0.25904
H  0.55434  -5.27767  0.83937
H  -0.27998  -6.06424  -0.60703
H  0.67165  -4.12602  -1.59898
H  1.81177  -5.40123  -2.02898
Br  1.90794  -1.81015  5.10055
C  2.15652  -3.50157  4.13848
C  1.06358  -4.48874  4.41284
Br  1.47591  -6.17281  3.52885
H  3.11118  -3.89472  4.48798
H  2.32180  -3.33438  3.07413
H  0.18269  -3.97567  4.02699
H  0.86682  -4.71617  5.46053
Br  2.23696  4.23118  -2.52917
C  3.39491  4.18897  -0.90257
C  3.16725  5.49387  -0.19937
Br  4.29281  5.70994  1.45227
H  4.43434  4.11093  -1.22128
H  3.08128  3.32284  -0.31986
H  2.10163  5.57362  0.01556
H  3.29280  6.36366  -0.84420
Br  -5.83170  -0.34555  5.46743
C  -4.60527  -1.18243  4.15699
C  -3.85713  -2.30988  4.81111
Br  -2.61221  -1.74932  6.25194
H  -3.91866  -0.41259  3.80484
H  -5.20444  -1.58213  3.33885
H  -3.36418  -2.91216  4.04799
H  -4.48191  -3.02097  5.35158
C  7.48208  -0.11252  -4.57899
C  6.10661  0.40533  -5.08971
O  6.12748  1.86201  -5.02780
C  4.80461  2.42175  -5.16920
C  4.99433  3.89063  -5.27916
H  7.48616  -1.17567  -4.33859
H  8.26449  0.12400  -5.30010
H  7.80020  0.39102  -3.66611
H  5.84563  0.04202  -6.08369
H  5.35617  0.06618  -4.37562
H  4.30955  2.00229  -6.04503
H  4.15543  2.08949  -4.35910
H  5.62333  4.02188  -6.15964
H  5.49605  4.33024  -4.41712
H  4.00645  4.31647  -5.45480
C  0.93319  1.03441  -7.11591
C  1.46913  -0.42873  -7.20479
O  0.92269  -1.19257  -6.11545
C  1.22602  -2.61315  -6.19535
C  0.50229  -3.43501  -7.28922
H  0.98394  1.50588  -8.09736
H  -0.09701  1.10416  -6.76674
H  1.55713  1.57921  -6.40740
H  1.26486  -0.89978  -8.16629
H  2.53616  -0.40057  -6.98398
H  2.28906  -2.85250  -6.22309
H  0.87819  -3.07725  -5.27247
H  0.65888  -4.50788  -7.17728
H  0.77226  -3.25284  -8.32943
H  -0.57253  -3.26596  -7.35472
C  -7.70318  3.34987  3.86926
C  -6.59798  3.88973  4.75681
O  -5.47793  3.14629  4.47982
C  -4.36120  3.54940  5.25238
C  -3.29838  2.51393  4.90846
H  -7.86730  2.31220  4.15980
H  -8.59731  3.95772  4.00763
H  -7.49134  3.38896  2.80076
H  -6.55993  4.96875  4.60729
H  -6.92925  3.90598  5.79513
H  -4.04791  4.57979  5.08434
H  -4.56449  3.55336  6.32325
H  -3.28369  2.59370  3.82148
H  -3.61709  1.49805  5.14193
H  -2.28516  2.72850  5.24824

Net charge ... -1
HOMO level ... -3.642 eV
Total energy ... -29036.7550 Eh
LUMO ... 0.537 eV
Frontier orbital gap ... 4.18 eV

Entry from the OMol25 dataset: a molecular structure, C41H92Cl2Ga at a distorted geometry (ωB97M-V/def2-TZVPD).

Geometry (Å):
C  3.54728  -3.63518  2.99454
C  3.19096  -2.32717  3.78714
C  2.97432  -1.10227  2.82839
C  1.47418  -0.82668  2.49980
C  0.84319  0.38682  3.26231
C  1.68591  1.70356  3.16350
C  0.81686  2.79251  2.44683
C  1.66527  3.92863  1.74199
Ga  1.74298  3.63875  -0.31350
C  2.37254  5.31248  -1.34231
C  2.47693  4.99639  -2.86992
C  3.26161  6.04770  -3.71454
C  4.81127  5.89859  -3.65592
C  5.32658  4.43826  -3.83265
C  4.76255  3.69168  -5.09352
C  -0.05314  2.85845  -0.94813
Cl  -1.50817  3.70701  -0.17483
C  -0.20864  2.72721  -2.49765
C  -1.26757  3.73801  -3.08727
Cl  -0.87742  1.01988  -2.83708
H  4.01674  -3.38840  2.02517
H  4.23518  -4.23099  3.62657
H  2.62549  -4.23582  2.85423
H  4.08613  -2.08805  4.40555
H  2.36343  -2.47160  4.50982
H  3.50649  -0.23658  3.26419
H  3.48457  -1.30888  1.86308
H  1.41867  -0.57582  1.41746
H  0.81445  -1.70440  2.66889
H  -0.14893  0.56443  2.78921
H  0.62121  0.08434  4.30968
H  2.65549  1.58116  2.64548
H  1.89116  2.07320  4.18973
H  0.20959  2.28349  1.67081
H  0.10310  3.19985  3.19489
H  2.68787  3.97007  2.18511
H  1.16369  4.88761  2.01254
H  2.86186  2.47447  -0.52819
H  1.59962  6.09882  -1.15605
H  3.32595  5.70986  -0.93275
H  1.43142  5.00259  -3.26158
H  2.83009  3.95134  -3.03070
H  2.90078  6.02505  -4.76608
H  3.00293  7.05032  -3.30833
H  5.24099  6.30979  -2.72019
H  5.22195  6.51752  -4.48874
H  6.42969  4.50979  -3.97260
H  5.17965  3.85973  -2.90079
H  3.94054  4.21809  -5.60556
H  4.46873  2.67143  -4.76703
H  5.60054  3.52500  -5.80480
H  -0.10714  1.82645  -0.54410
H  0.74021  2.77271  -3.04979
H  -1.07439  4.76828  -2.73277
H  -2.30111  3.42720  -2.85990
H  -1.17367  3.69142  -4.19589
C  -4.24262  -3.51804  6.62788
C  -3.41105  -2.57249  7.48721
C  -2.97805  -1.30748  6.74713
C  -2.07020  -1.54211  5.53745
C  -0.77207  -2.29370  5.83268
C  0.14986  -1.55472  6.79598
H  -3.67816  -3.88391  5.76833
H  -4.55309  -4.38753  7.21179
H  -5.14312  -3.02014  6.26052
H  -2.53909  -3.10341  7.88035
H  -4.00607  -2.27724  8.35710
H  -2.47692  -0.63921  7.45405
H  -3.87094  -0.77008  6.40937
H  -1.82424  -0.57005  5.09714
H  -2.62577  -2.08667  4.76723
H  -0.23993  -2.44540  4.88798
H  -0.98601  -3.29293  6.22512
H  0.41328  -0.57148  6.40208
H  1.07383  -2.11878  6.94190
H  -0.31232  -1.41973  7.77613
C  1.55745  4.91002  -11.40178
C  1.71444  5.36436  -9.95512
C  2.65481  4.47681  -9.14054
C  2.20169  3.02308  -8.98283
C  0.82532  2.83871  -8.34500
C  0.74679  3.36874  -6.91868
H  1.11606  3.91386  -11.46628
H  0.90358  5.59523  -11.94585
H  2.52390  4.89126  -11.91119
H  0.73179  5.41899  -9.47833
H  2.11239  6.38362  -9.95110
H  2.79244  4.92390  -8.15149
H  3.64415  4.48117  -9.61076
H  2.94671  2.49385  -8.37951
H  2.20625  2.53212  -9.96147
H  0.58991  1.77014  -8.33406
H  0.05218  3.31345  -8.95717
H  1.48215  2.87765  -6.27703
H  -0.24265  3.18225  -6.49750
H  0.92424  4.44561  -6.88435
C  -0.38818  -9.07507  -1.08003
C  -1.03727  -8.64460  0.23035
C  -0.88633  -7.15114  0.51858
C  0.55525  -6.66483  0.68827
C  1.35130  -7.36653  1.78768
C  0.76769  -7.16241  3.17994
H  0.69016  -8.90697  -1.07068
H  -0.55331  -10.14079  -1.25308
H  -0.81381  -8.52725  -1.92371
H  -0.62890  -9.23657  1.05471
H  -2.10470  -8.88096  0.18475
H  -1.46100  -6.90588  1.41681
H  -1.34822  -6.58345  -0.29571
H  0.53424  -5.58996  0.89562
H  1.09026  -6.77523  -0.25974
H  2.37320  -6.97521  1.77797
H  1.43399  -8.43734  1.57763
H  0.71864  -6.09946  3.42781
H  1.39337  -7.65499  3.92720
H  -0.23695  -7.58162  3.26218
C  -8.00222  -1.04031  2.84625
C  -6.71681  -1.83923  2.66466
C  -5.59052  -1.39335  3.59634
C  -5.11435  0.04814  3.39701
C  -4.62170  0.38205  1.98878
C  -3.40289  -0.42882  1.56681
H  -7.85713  0.01579  2.61275
H  -8.78188  -1.41984  2.18202
H  -8.36753  -1.11825  3.87318
H  -6.39405  -1.78408  1.62137
H  -6.93114  -2.89422  2.86241
H  -4.74331  -2.07575  3.47656
H  -5.92204  -1.50753  4.63485
H  -4.30760  0.24579  4.11139
H  -5.92266  0.73775  3.66092
H  -4.36064  1.44364  1.95710
H  -5.42523  0.24477  1.25862
H  -2.57231  -0.26997  2.25900
H  -3.07427  -0.12575  0.57112
H  -3.62256  -1.49840  1.53122

Net charge ... -1
HOMO level ... -4.889 eV
Total energy ... -4462.5365 Eh
LUMO ... 2.128 eV
Frontier orbital gap ... 7.02 eV